C64H164CdN8O28 | ωB97M-V with the def2-TZVPD basis set

Each line ends with the Mulliken charge.
Geometry (Å):
Cd  -2.911  1.893  2.302  2.414
C  -2.699  6.160  2.898  -2.099
C  -2.548  4.818  2.272  0.873
C  -1.091  4.568  1.850  -0.782
O  -3.024  3.838  3.146  -1.129
H  -2.425  6.985  2.212  0.396
H  -2.082  6.169  3.739  0.470
H  -3.725  6.355  3.178  0.428
H  -3.160  4.732  1.383  -0.100
H  -0.525  4.250  2.716  0.233
H  -0.608  5.469  1.463  0.570
H  -0.997  3.758  1.105  -0.485
C  -0.655  -0.928  -0.031  -0.327
C  -0.770  0.255  1.039  1.440
C  0.508  0.985  0.971  -0.775
O  -1.853  1.071  0.748  1.202
H  -0.675  -0.547  -1.042  -0.220
H  -1.534  -1.634  0.104  -0.320
H  0.331  -1.533  0.090  -0.239
H  -0.832  -0.253  2.078  -0.525
H  1.448  0.415  1.318  -0.027
H  0.525  1.926  1.511  0.035
H  0.669  1.325  -0.089  -0.094
C  -2.523  -4.543  -1.931  -0.102
O  -3.808  -5.179  -2.098  -0.595
C  -4.823  -4.278  -2.497  1.305
C  -6.178  -4.883  -2.524  -1.417
N  -6.504  -5.373  -1.135  -0.051
C  -7.737  -6.156  -1.042  -0.770
C  -7.999  -6.553  0.349  -0.369
O  -6.956  -7.508  0.640  -0.342
C  -6.756  -7.774  1.973  -0.757
H  -2.551  -3.682  -1.274  -0.125
H  -2.374  -3.977  -2.887  0.120
H  -1.739  -5.220  -1.699  0.402
H  -4.611  -3.870  -3.515  0.432
H  -4.835  -3.429  -1.801  -0.795
H  -6.243  -5.726  -3.235  0.589
H  -6.816  -4.092  -2.933  0.229
H  -5.748  -5.953  -0.917  0.269
H  -7.724  -7.025  -1.748  0.455
H  -8.583  -5.544  -1.518  0.273
H  -8.999  -7.019  0.450  0.442
H  -7.949  -5.696  1.030  0.046
H  -6.595  -6.892  2.616  0.271
H  -5.918  -8.456  2.197  0.255
H  -7.605  -8.321  2.419  0.313
C  5.531  -0.268  2.369  -0.691
O  4.749  -1.183  1.569  0.481
C  4.607  -0.797  0.226  0.758
C  4.111  -2.029  -0.539  0.680
N  4.992  -2.502  -1.540  0.413
C  6.158  -3.096  -0.902  -0.354
C  7.270  -3.321  -1.901  -1.049
O  7.908  -2.078  -1.947  -0.015
C  9.191  -2.261  -2.626  -0.992
H  6.555  -0.174  2.036  0.009
H  5.663  -0.653  3.384  0.387
H  5.096  0.755  2.473  0.124
H  5.511  -0.236  -0.118  -0.203
H  3.833  -0.007  0.210  -0.202
H  3.179  -1.876  -1.092  -0.707
H  3.969  -2.855  0.216  -1.073
H  5.284  -1.786  -2.215  -0.194
H  5.996  -4.008  -0.323  0.447
H  6.536  -2.416  -0.178  0.102
H  6.887  -3.685  -2.869  0.333
H  7.954  -4.083  -1.452  0.568
H  9.631  -3.206  -2.296  0.392
H  9.897  -1.449  -2.505  0.274
H  9.043  -2.361  -3.704  0.318
C  -6.142  0.193  -5.379  -0.569
O  -5.779  1.325  -4.595  -0.316
C  -5.074  2.295  -5.413  -0.423
C  -4.484  3.300  -4.413  -0.872
N  -3.411  2.638  -3.664  0.921
C  -2.258  3.389  -3.199  -0.353
C  -2.486  4.168  -1.912  -0.204
O  -1.711  5.320  -1.811  -0.538
C  -0.302  5.040  -1.874  -0.522
H  -5.219  -0.184  -5.885  0.268
H  -6.913  0.514  -6.147  0.300
H  -6.657  -0.535  -4.703  0.020
H  -5.725  2.864  -6.067  0.447
H  -4.211  1.795  -5.963  0.120
H  -5.365  3.688  -3.842  0.291
H  -3.985  4.109  -4.978  0.483
H  -3.760  2.061  -2.859  -0.840
H  -1.892  4.108  -3.946  0.576
H  -1.453  2.703  -3.127  -0.199
H  -2.473  3.509  -1.028  -0.079
H  -3.515  4.465  -1.950  0.396
H  0.104  4.997  -2.945  0.269
H  -0.014  4.084  -1.450  -0.022
H  0.224  5.723  -1.297  0.481
C  -9.617  -2.415  -2.124  -0.721
O  -8.927  -2.818  -1.006  -0.185
C  -8.533  -1.869  -0.101  -1.153
C  -7.674  -2.474  0.977  -0.470
N  -6.327  -2.818  0.555  1.670
C  -5.681  -3.415  1.698  -1.243
C  -4.203  -3.394  1.508  1.289
O  -3.544  -3.796  2.710  -0.577
C  -2.177  -4.120  2.458  -0.588
H  -10.161  -3.319  -2.424  0.235
H  -8.937  -2.071  -2.940  0.163
H  -10.367  -1.569  -1.944  0.320
H  -9.315  -1.432  0.474  0.560
H  -7.960  -1.035  -0.628  0.287
H  -8.212  -3.278  1.363  0.462
H  -7.582  -1.710  1.776  0.374
H  -6.526  -3.637  -0.042  -1.204
H  -6.117  -4.417  1.904  -0.432
H  -6.035  -2.858  2.601  0.474
H  -3.890  -2.365  1.274  -0.512
H  -4.030  -4.086  0.647  0.328
H  -1.597  -3.199  2.251  -0.003
H  -2.101  -4.867  1.654  0.376
H  -1.775  -4.645  3.325  0.456
C  4.959  -0.520  -5.252  -1.104
O  3.999  -1.295  -4.522  0.028
C  3.055  -1.929  -5.359  -0.864
C  2.237  -2.868  -4.394  -0.250
N  3.110  -3.773  -3.694  -0.238
C  2.300  -4.860  -3.054  -1.052
C  1.368  -4.254  -2.041  2.392
O  0.860  -5.273  -1.160  -0.488
C  1.757  -5.417  -0.085  -0.360
H  4.541  0.308  -5.825  0.334
H  5.580  -1.085  -5.954  0.283
H  5.551  -0.204  -4.448  0.329
H  3.623  -2.539  -6.087  0.483
H  2.419  -1.119  -5.903  0.281
H  1.457  -3.378  -5.033  0.462
H  1.736  -2.182  -3.667  0.091
H  3.651  -3.226  -3.044  0.163
H  2.918  -5.665  -2.580  0.371
H  1.788  -5.435  -3.810  0.344
H  0.416  -3.801  -2.389  -0.501
H  1.838  -3.391  -1.506  -0.953
H  1.275  -4.865  0.715  -0.056
H  2.772  -4.986  -0.220  0.162
H  1.817  -6.492  0.138  0.356
C  -0.075  1.283  4.304  -0.574
O  -1.440  0.860  4.025  -0.184
C  -2.129  0.462  5.192  -1.218
C  -3.434  -0.116  4.669  -0.441
N  -4.247  0.922  4.056  0.975
C  -5.554  0.447  3.575  -0.280
C  -6.255  1.532  2.790  -1.046
O  -5.283  1.941  1.899  0.300
C  -5.707  3.074  1.110  -1.078
H  0.144  1.199  5.384  0.513
H  0.065  2.296  3.885  -0.027
H  0.574  0.693  3.599  -0.039
H  -2.233  1.363  5.819  0.526
H  -1.637  -0.348  5.666  0.635
H  -4.039  -0.617  5.524  0.390
H  -3.184  -0.932  3.966  -0.107
H  -4.484  1.642  4.662  -0.825
H  -6.101  0.116  4.463  0.602
H  -5.385  -0.433  2.968  -0.236
H  -6.569  2.383  3.393  0.321
H  -7.112  1.148  2.284  0.496
H  -6.727  2.895  0.722  0.373
H  -5.048  3.059  0.220  -0.061
H  -5.627  3.965  1.760  0.146
C  3.115  3.751  0.430  -0.365
O  4.354  4.239  0.994  -0.503
C  5.449  3.347  0.866  0.615
C  6.652  4.258  0.944  0.237
N  6.760  5.216  -0.125  -0.101
C  7.976  5.913  -0.237  -0.436
C  8.021  6.817  -1.461  -0.434
O  8.996  7.773  -1.204  -0.282
C  9.351  8.504  -2.390  -0.735
H  2.411  4.540  0.620  0.346
H  2.818  2.811  0.900  0.103
H  3.249  3.633  -0.654  0.150
H  5.484  2.751  -0.042  0.200
H  5.464  2.635  1.719  -0.334
H  7.638  3.708  0.974  -0.770
H  6.545  4.688  1.977  0.167
H  5.908  5.803  -0.156  0.252
H  8.720  5.138  -0.316  0.193
H  8.104  6.545  0.662  0.234
H  6.996  7.241  -1.585  0.287
H  8.208  6.235  -2.378  0.316
H  8.526  9.144  -2.772  0.270
H  9.609  7.787  -3.157  0.342
H  10.249  9.097  -2.180  0.246
C  8.936  -0.217  0.247  -0.808
O  9.303  0.406  1.481  -0.422
C  9.509  1.806  1.323  -0.679
C  9.055  2.440  2.715  -1.053
N  7.734  2.028  3.106  0.192
C  7.377  2.693  4.441  -1.045
C  6.135  2.118  5.002  -0.640
O  6.374  0.989  5.781  -0.433
C  5.174  0.496  6.348  -0.392
H  9.604  -0.035  -0.627  0.267
H  7.932  0.132  -0.127  0.212
H  8.886  -1.285  0.303  0.464
H  8.910  2.212  0.519  0.404
H  10.534  1.941  1.063  0.482
H  9.099  3.539  2.566  0.478
H  9.834  2.114  3.422  0.540
H  7.718  0.992  3.290  0.157
H  7.259  3.738  4.248  0.500
H  8.149  2.543  5.265  0.338
H  5.423  1.939  4.270  0.516
H  5.643  2.833  5.630  0.654
H  4.693  -0.119  5.601  0.021
H  4.561  1.357  6.595  0.325
H  5.400  -0.099  7.236  0.261
C  2.865  -4.033  3.143  0.009
C  2.946  -3.161  4.381  -0.460
O  3.603  -1.876  4.183  -0.415
O  4.102  -4.176  2.379  -0.556
H  2.110  -3.630  2.489  -0.125
H  2.549  -5.095  3.424  0.389
H  3.448  -3.535  5.263  0.337
H  1.875  -3.005  4.766  0.218
H  3.535  -1.626  3.259  0.144
H  4.392  -3.298  2.074  0.250
C  -1.093  -1.479  -4.837  -0.130
C  -1.747  -0.324  -5.516  -0.170
O  -1.585  0.760  -4.629  -0.297
O  -1.683  -1.698  -3.585  0.108
H  0.014  -1.312  -4.728  -0.457
H  -1.140  -2.416  -5.361  0.667
H  -2.814  -0.578  -5.550  -0.054
H  -1.309  -0.143  -6.550  0.326
H  -2.340  1.355  -4.737  -0.124
H  -1.679  -0.891  -3.087  -0.265
C  -4.782  0.060  -0.921  -0.338
C  -4.963  -0.760  -2.195  1.991
O  -6.227  -1.290  -2.130  -0.101
O  -3.652  0.885  -1.004  2.727
H  -4.718  -0.552  -0.012  -0.516
H  -5.710  0.675  -0.833  0.020
H  -4.098  -1.426  -2.304  -0.214
H  -5.054  -0.039  -3.029  -0.641
H  -6.128  -1.923  -1.391  -0.682
H  -2.948  0.722  -0.331  -1.271
C  -6.201  3.242  6.175  -0.817
C  -5.505  4.092  5.133  0.594
O  -4.124  3.839  5.405  -0.607
O  -6.080  1.850  5.818  -0.457
H  -7.275  3.492  6.191  0.318
H  -5.740  3.426  7.145  0.355
H  -5.737  5.220  5.111  0.348
H  -5.854  3.765  4.141  -0.462
H  -3.712  3.968  4.524  -0.007
H  -5.426  1.393  6.377  0.316
C  1.876  2.009  -3.415  0.965
C  3.361  1.789  -3.437  -1.147
O  3.694  0.624  -2.672  0.248
O  1.164  0.861  -3.974  -0.201
H  1.768  2.971  -4.031  0.264
H  1.613  2.150  -2.338  -0.472
H  3.953  2.604  -3.002  0.431
H  3.700  1.636  -4.454  0.083
H  3.541  -0.199  -3.155  -0.074
H  0.265  1.037  -3.727  -0.127

Summary:
Strongest force on any atom = 3.442 eV/Å
E_LUMO = 0.4 eV
Gap between HOMO and LUMO = 8.6464 eV